[1]
The following is a DFT calculation (the ωB97M-V functional and the def2-TZVPD basis) of a structure of composition C27H17ClF5N5OSbSe4Ti.

CARTESIAN COORDINATES (ANGSTROEM)
Ti  -1.02401  -0.72658  -0.54945
N  -1.33026  1.57864  3.38148
C  -1.63158  0.92683  2.25324
N  -0.84822  0.09424  1.64693
C  0.35202  -0.24279  2.26062
N  1.02897  -1.25570  1.83051
N  0.36435  -1.83469  0.77808
C  0.80965  -3.01466  0.37052
C  -0.02308  -3.66129  -0.56532
C  0.25477  -4.91653  -1.14810
C  -0.68137  -5.50373  -1.95377
C  -1.90626  -4.82621  -2.18912
C  -2.07584  -3.57573  -1.64970
N  -1.16619  -2.96405  -0.87588
C  0.82069  0.56226  3.38536
C  2.10372  0.44638  3.91938
C  2.48894  1.23134  4.98832
C  1.58748  2.14148  5.54231
C  0.31214  2.27073  5.02691
C  -0.06812  1.48412  3.94009
H  -2.08398  2.18751  3.73131
H  -2.61157  1.12463  1.85023
H  1.73346  -3.44963  0.73095
H  1.20301  -5.39181  -0.93110
H  -0.49116  -6.46987  -2.40529
H  -2.68627  -5.25897  -2.79932
H  -2.97943  -3.00553  -1.83611
H  2.78081  -0.26612  3.46513
H  3.48909  1.14435  5.39401
H  1.88938  2.75901  6.37924
H  -0.39480  2.97791  5.44154
Se  -4.40305  2.60339  3.93939
Sb  -5.43281  2.30665  1.73002
Se  -2.28849  1.41358  -0.77519
Se  -3.57428  -0.46800  -0.29048
Se  -7.76229  1.94060  2.20445
F  5.34345  1.96449  1.39067
C  4.18950  1.55624  0.82432
C  3.01283  2.25253  1.03957
F  3.02354  3.33780  1.82722
C  1.83726  1.83697  0.44905
F  0.72809  2.54568  0.69064
C  1.76033  0.68653  -0.35912
O  0.66472  0.25260  -0.90515
C  2.98166  0.02791  -0.57388
F  3.00302  -1.07207  -1.34691
C  4.16397  0.44585  0.00429
F  5.30327  -0.23304  -0.22436
Cl  -0.64540  3.91294  -6.30284
C  -0.74414  2.51163  -5.24648
C  -1.98190  1.96251  -4.95558
C  -2.04999  0.85458  -4.13008
C  -0.90142  0.26529  -3.58903
C  -0.99164  -0.92314  -2.71911
C  0.32615  0.85389  -3.90120
C  0.41371  1.97093  -4.72029
H  -2.88118  2.40952  -5.35888
H  -3.01735  0.43964  -3.86936
H  -0.06872  -1.51288  -2.79524
H  -1.82918  -1.55263  -3.01724
H  1.23051  0.42935  -3.48252
H  1.37342  2.41513  -4.94970

- Gap between HOMO and LUMO (alpha / beta): 0.200 / 0.214 hartree
- Max |F|: 0.80 eV Å⁻¹
- Energy above the lowest of the compared OMol25 structures with the same formula, charge and spin: 0.9747 eV
- LUMO level (alpha / beta): 4.085 / 3.793 eV
- Charge: -2
- HOMO energy (alpha / beta): -1.4 / -2.0 eV
- Multiplicity: 2
- M: 1043.377 Da

[2]
The following is a DFT calculation (the ωB97M-V functional and the def2-TZVPD basis) of a structure of composition C3H6N2O2 at a distorted geometry.

CARTESIAN COORDINATES (ANGSTROEM)
C  0.95285  -0.84150  -1.31233
N  0.53956  -0.65472  0.07054
C  -0.96469  0.26545  0.61107
C  0.24177  1.07720  1.46270
O  -1.46522  1.17810  -0.29433
N  1.29962  0.51771  1.11222
O  -1.68701  -0.55144  1.16439
H  -2.42835  1.15271  -0.16632
H  0.18443  -1.51846  0.47943
H  0.12375  2.08153  1.86411
H  2.00682  -1.12826  -1.33148
H  0.39490  -1.65638  -1.78349
H  0.80158  0.07806  -1.87653

- Gap between HOMO and LUMO: 0.373 hartree
- Max |F|: 3.46 eV Å⁻¹
- Energy above the lowest of the compared OMol25 structures with the same formula, charge and spin: 5.1218 eV
- LUMO level: 0.799 eV
- Charge: 0
- HOMO energy: -9.4 eV
- M: 102.093 Da

[3]
The following is a DFT calculation (the ωB97M-V functional and the def2-TZVPD basis) of the molecule C6H12O.

CARTESIAN COORDINATES (ANGSTROEM)
C  -1.08720  1.32793  1.30203
C  0.36549  1.26317  0.76733
C  0.51883  0.64353  -0.62120
C  1.58194  -0.38231  -0.99915
C  0.15411  -0.79364  -0.89136
C  -0.29212  -1.70383  0.22863
O  -0.46103  -1.07233  -2.12352
H  -1.24958  2.18881  1.96849
H  -1.35601  0.43412  1.86946
H  -1.79994  1.44559  0.47632
H  1.02422  0.73062  1.46841
H  0.67080  2.30754  0.76815
H  0.27447  1.30518  -1.45263
H  2.28178  -0.74057  -0.24642
H  1.98864  -0.34286  -2.00769
H  -0.12482  -2.74885  -0.05099
H  -1.36154  -1.57016  0.43396
H  0.25408  -1.50191  1.15589
H  -1.38210  -0.79003  -2.04569

- Gap between HOMO and LUMO: 0.384 hartree
- Max |F|: 0.65 eV Å⁻¹
- Energy above the lowest of the compared OMol25 structures with the same formula, charge and spin: 1.1438 eV
- LUMO level: 0.989 eV
- Charge: 0
- SMILES: CC[C@H]1C[C@]1(C)O
- HOMO energy: -9.5 eV
- M: 100.161 Da

[4]
The following is a DFT calculation (the ωB97M-V functional and the def2-TZVPD basis) of a cluster of 3 separate species, C24H49O6P2 in total at a distorted geometry.

CARTESIAN COORDINATES (ANGSTROEM)
C  4.51270  -5.56143  -2.48052
C  5.36794  -4.95303  -3.59668
P  5.35590  -3.11403  -3.74384
C  6.96016  -2.41329  -3.17002
C  7.86036  -2.21955  -4.41043
P  3.78615  -2.32436  -2.47023
C  3.00833  -0.92187  -3.32325
C  1.56304  -1.21450  -3.81579
C  1.30864  -2.67768  -4.07126
C  0.34196  -3.36219  -3.33227
C  0.14777  -4.72466  -3.54246
C  0.91615  -5.39611  -4.49253
C  1.87029  -4.71056  -5.24420
C  2.06860  -3.35043  -5.03508
H  3.47278  -5.64562  -2.77932
H  4.85213  -6.57872  -2.30087
H  4.60547  -5.03576  -1.53460
H  6.40588  -5.25080  -3.47514
H  5.01716  -5.31953  -4.55453
H  6.73289  -1.44020  -2.74043
H  7.43401  -3.02950  -2.41330
H  7.56934  -2.91461  -5.19464
H  7.73216  -1.22658  -4.82144
H  8.89213  -2.41564  -4.14791
H  4.29996  -1.79667  -1.27534
H  2.83743  -3.27254  -2.08219
H  3.06467  -0.04313  -2.68914
H  3.63792  -0.70720  -4.18390
H  1.43625  -0.68101  -4.75314
H  0.86464  -0.80497  -3.09563
H  -0.23483  -2.81509  -2.60243
H  -0.59344  -5.24268  -2.95641
H  0.76044  -6.45272  -4.64573
H  2.45322  -5.23296  -5.98693
H  2.79933  -2.79217  -5.60167
C  -1.20094  -0.47003  0.28271
O  -0.98288  0.87879  -0.05481
C  -1.33998  1.16194  -1.39580
C  -1.52583  2.64867  -1.60984
O  -2.77625  3.13412  -1.16115
C  -2.93678  3.29090  0.24302
C  -2.24591  4.50807  0.81115
O  -0.85398  4.27577  0.96176
C  -0.12822  5.47714  1.10059
H  -0.59380  -1.13925  -0.34472
H  -0.90949  -0.60407  1.32240
H  -2.25724  -0.73953  0.17567
H  -2.26923  0.64236  -1.65917
H  -0.53436  0.80193  -2.05665
H  -1.52236  2.82801  -2.68759
H  -0.69676  3.21063  -1.17400
H  -2.63541  2.38808  0.77690
H  -4.00975  3.42278  0.39193
H  -2.67818  4.72918  1.79709
H  -2.41469  5.36711  0.15120
H  -0.24149  6.11053  0.21338
H  0.92251  5.21697  1.21342
H  -0.45128  6.03681  1.98560
C  -6.63454  0.22439  5.77380
O  -5.68992  1.16347  5.31295
C  -6.20070  2.48545  5.32969
C  -5.08017  3.49729  5.25357
O  -4.41589  3.71914  6.48769
C  -3.50124  2.72419  6.92223
C  -2.17744  2.75079  6.19319
O  -2.28869  2.12700  4.92520
C  -1.23863  2.48577  4.05859
H  -7.52968  0.21787  5.14092
H  -6.16887  -0.75835  5.73537
H  -6.92717  0.43568  6.80862
H  -6.77775  2.65669  6.24640
H  -6.86537  2.61881  4.46438
H  -5.52672  4.46095  4.99933
H  -4.37363  3.23608  4.46247
H  -3.94741  1.72865  6.88470
H  -3.30363  2.96354  7.96902
H  -1.42779  2.21023  6.78813
H  -1.85191  3.79175  6.07629
H  -1.23183  3.56671  3.87492
H  -1.40073  1.97747  3.10933
H  -0.26551  2.18129  4.46338

- Gap between HOMO and LUMO: 0.278 hartree
- Max |F|: 1.48 eV Å⁻¹
- LUMO level: -2.843 eV
- Charge: +1
- HOMO energy: -10.4 eV
- M: 495.598 Da

[5]
The following is a DFT calculation (the ωB97M-V functional and the def2-TZVPD basis) of a structure of composition CH3F3N2O at a distorted geometry.

CARTESIAN COORDINATES (ANGSTROEM)
C  1.83768  -1.09886  0.35772
N  -1.85655  0.83002  -0.98420
N  -2.26261  0.09983  -0.27595
O  2.74007  -1.93223  0.36999
F  0.72684  2.13923  -0.99342
F  -2.56800  0.40024  1.32274
F  -2.79466  -1.16103  -0.21531
H  1.23419  2.23883  -0.25148
H  1.04779  -1.22073  1.09820
H  1.89526  -0.29530  -0.42828

- Gap between HOMO and LUMO: 0.340 hartree
- Max |F|: 4.37 eV Å⁻¹
- Energy above the lowest of the compared OMol25 structures with the same formula, charge and spin: 3.7316 eV
- LUMO level: -1.187 eV
- Charge: 0
- HOMO energy: -10.4 eV
- M: 116.042 Da

[6]
The following is a DFT calculation (the ωB97M-V functional and the def2-TZVPD basis) of the molecule C11H18Si at a distorted geometry.

CARTESIAN COORDINATES (ANGSTROEM)
C  -0.10342  3.31998  -1.65185
C  1.10404  2.41729  -1.42690
C  1.06565  1.62895  -0.15715
C  2.41479  0.96093  0.24507
C  0.55331  2.36654  1.19158
Si  -0.38103  -0.05624  -0.52932
C  -0.98184  -1.86657  0.19891
C  -0.26606  -2.37756  1.22669
C  -0.60255  -3.57793  1.75912
C  -1.64800  -4.32274  1.20923
C  -2.36604  -3.76539  0.20037
C  -2.07561  -2.51710  -0.42518
H  -0.28120  3.83725  -0.71295
H  -0.98986  2.75963  -1.94280
H  -0.06965  3.80066  -2.64522
H  1.40296  1.70055  -2.30991
H  2.03283  3.06575  -1.46608
H  3.03540  1.62698  0.71820
H  2.85414  0.57377  -0.57458
H  2.34345  0.22200  1.09287
H  0.87832  3.38839  1.27544
H  -0.48953  2.41036  1.02361
H  0.89640  1.71247  1.92437
H  -0.08569  -0.19116  -1.87028
H  -1.48716  0.81809  -0.12431
H  0.70339  -1.79899  1.41670
H  0.03313  -4.09854  2.53573
H  -1.91274  -5.31810  1.51057
H  -3.03769  -4.48397  -0.31800
H  -2.53973  -2.23531  -1.37393

- Gap between HOMO and LUMO: 0.338 hartree
- Max |F|: 4.63 eV Å⁻¹
- Energy above the lowest of the compared OMol25 structures with the same formula, charge and spin: 3.9709 eV
- LUMO level: 0.654 eV
- Charge: 0
- SMILES: CCC(C)(C)[SiH2]c1ccccc1
- HOMO energy: -8.5 eV
- M: 178.351 Da

[7]
The following is a DFT calculation (the ωB97M-V functional and the def2-TZVPD basis) of a structure of composition C56H77BN6O2P2SScSi at a distorted geometry.

CARTESIAN COORDINATES (ANGSTROEM)
Sc  -1.00891  -0.03007  -0.89096
C  -4.78687  2.20737  0.85531
C  -3.90597  3.31600  0.26878
C  -4.77070  4.41669  -0.33455
C  -3.06216  3.90374  1.40798
P  -2.75688  2.43279  -0.95577
C  -1.21623  3.50699  -0.91634
N  -0.29037  2.96666  0.05788
B  0.02768  1.57183  0.28065
N  0.98325  1.60573  1.34924
C  1.58330  0.42685  1.93750
P  0.27562  -0.58007  2.86204
C  0.58991  -2.32247  2.17148
C  -0.49948  -3.23896  2.74832
C  1.97815  -2.91406  2.39796
C  0.34002  -2.21576  0.66008
C  0.86308  -0.46481  4.67073
C  2.36200  -0.59783  4.95367
C  0.38856  0.93935  5.08101
C  0.11590  -1.48567  5.53469
C  1.26295  2.91495  1.70837
C  2.13034  3.45906  2.64593
C  2.19315  4.84008  2.77315
C  1.41919  5.67238  1.97098
C  0.55725  5.14398  1.02019
C  0.47460  3.76427  0.90124
C  -3.31520  2.61445  -2.74410
C  -2.23131  1.91363  -3.58259
C  -4.61532  1.80917  -2.87660
C  -3.50082  4.04459  -3.25755
H  -5.48770  2.62613  1.58172
H  -4.16908  1.47193  1.36598
H  -5.36294  1.68427  0.08723
H  -5.30633  4.91644  0.47590
H  -5.51517  4.01962  -1.02513
H  -4.17196  5.16889  -0.84824
H  -3.71513  4.08358  2.26471
H  -2.61770  4.86146  1.13730
H  -2.27106  3.22523  1.73119
H  -1.47378  4.53369  -0.66415
H  -0.76709  3.51868  -1.91264
H  2.43100  0.69970  2.55829
H  1.95770  -0.19505  1.12493
H  -0.28559  -3.54999  3.76866
H  -0.58426  -4.14014  2.13477
H  -1.46844  -2.73258  2.74228
H  2.13658  -3.15790  3.44608
H  2.76509  -2.23050  2.06976
H  2.07761  -3.84521  1.83046
H  -0.62278  -1.71243  0.46313
H  0.26425  -3.21275  0.22015
H  1.15334  -1.68947  0.15279
H  2.97407  0.09301  4.37483
H  2.72710  -1.60568  4.77473
H  2.53476  -0.37259  6.00954
H  0.69122  1.70407  4.36717
H  0.79912  1.20974  6.05707
H  -0.70039  0.96650  5.15069
H  0.54793  -2.48271  5.44223
H  -0.94336  -1.53408  5.27390
H  0.19285  -1.19298  6.58501
H  2.76776  2.84409  3.26889
H  2.85261  5.27151  3.51450
H  1.49604  6.74649  2.07558
H  -0.01264  5.80535  0.38038
H  -1.92685  0.95394  -3.13908
H  -1.34612  2.53464  -3.72282
H  -2.63546  1.69241  -4.57223
H  -4.48892  0.79887  -2.47909
H  -4.90581  1.73090  -3.92683
H  -5.43476  2.28565  -2.33631
H  -2.73485  4.72217  -2.87597
H  -4.47759  4.43643  -2.98535
H  -3.43250  4.05402  -4.34799
O  -2.43127  -1.24597  -1.34843
Si  -3.69014  -2.25893  -1.19776
C  -4.67652  -2.37780  -2.78473
C  -4.35673  -1.58720  -3.88874
C  -5.06795  -1.68792  -5.07556
C  -6.11564  -2.59206  -5.17553
C  -6.44046  -3.39682  -4.09164
C  -5.72700  -3.28990  -2.90826
C  -3.02778  -4.00145  -0.83038
C  -2.75605  -4.41714  0.47571
C  -2.23256  -5.67478  0.73748
C  -1.96968  -6.55040  -0.30738
C  -2.23620  -6.16201  -1.61298
C  -2.76480  -4.90373  -1.86722
C  -4.64875  -1.67488  0.30897
C  -6.04100  -1.67434  0.38330
C  -6.69410  -1.30426  1.55101
C  -5.96065  -0.95139  2.67529
C  -4.57380  -0.94048  2.61978
C  -3.92972  -1.28441  1.44199
H  -3.52558  -0.89270  -3.81895
H  -4.79912  -1.06975  -5.92296
H  -6.66474  -2.68654  -6.10332
H  -7.24527  -4.11558  -4.17843
H  -5.97804  -3.93915  -2.07508
H  -2.97640  -3.75112  1.30322
H  -2.03977  -5.97588  1.75971
H  -1.57404  -7.53755  -0.10602
H  -2.04640  -6.84256  -2.43414
H  -2.99791  -4.62473  -2.89165
H  -6.61823  -1.96341  -0.48842
H  -7.77612  -1.30385  1.58529
H  -6.46964  -0.68345  3.59207
H  -3.99108  -0.66374  3.49038
H  -2.84131  -1.25866  1.40569
N  -0.23006  -2.83272  -2.25338
C  0.71926  -3.72497  -2.54784
C  1.88534  -3.02148  -2.76939
C  1.53302  -1.68467  -2.58111
N  0.23909  -1.57363  -2.27151
H  -1.19709  -3.00887  -2.03565
H  0.51399  -4.78180  -2.58207
H  2.85030  -3.42234  -3.02397
H  2.14777  -0.80363  -2.65915
C  7.44324  -2.21541  -0.21348
C  6.85984  -1.16669  0.73314
C  5.58259  -0.53524  0.19642
N  5.88063  0.28656  -0.96552
C  4.96679  1.01954  -1.60026
S  3.34495  0.94347  -1.22542
N  5.37412  1.83766  -2.63686
C  6.62882  2.32078  -3.03760
O  6.76974  2.69608  -4.17499
C  7.70922  2.41665  -2.01439
C  7.45365  2.94389  -0.74854
C  8.48869  3.08359  0.16024
C  9.77616  2.69284  -0.18489
C  10.03417  2.18333  -1.44945
C  9.00617  2.06007  -2.37076
H  8.37138  -2.62007  0.18829
H  7.65868  -1.79590  -1.19781
H  6.74263  -3.04168  -0.34461
H  7.59649  -0.37988  0.92326
H  6.63054  -1.63387  1.69162
H  5.10153  0.08614  0.95699
H  4.86680  -1.31036  -0.09261
H  6.85309  0.40707  -1.20226
H  4.62933  2.08785  -3.27002
H  6.45098  3.26004  -0.48548
H  8.29032  3.50436  1.13731
H  10.58161  2.80058  0.52966
H  11.03977  1.89355  -1.72364
H  9.19546  1.68755  -3.36929

- Gap between HOMO and LUMO: 0.265 hartree
- Max |F|: 2.35 eV Å⁻¹
- Energy above the lowest of the compared OMol25 structures with the same formula, charge and spin: 2.4492 eV
- LUMO level: -2.373 eV
- Charge: +1
- HOMO energy: -9.6 eV
- M: 1044.141 Da

[8]
The following is a DFT calculation (the ωB97M-V functional and the def2-TZVPD basis) of a cluster of 3 separate species, C5H13NO2 in total at a distorted geometry.

CARTESIAN COORDINATES (ANGSTROEM)
N  1.17824  -0.05321  -0.64749
C  -0.22890  -0.24567  -0.44715
C  -0.38302  -1.44044  0.28756
C  -0.37961  -1.46788  1.67209
C  -0.57236  -2.57907  2.38629
C  -1.00514  -0.24285  -1.78419
H  1.54930  0.97147  -0.77258
H  -0.54113  0.62978  0.15281
H  -0.38487  -2.39673  -0.23100
H  -0.20273  -0.51516  2.16175
H  -0.65253  -3.50435  1.84173
H  -1.07355  -2.64380  3.34490
H  -2.09323  -0.18716  -1.67380
H  -0.64668  0.62935  -2.32248
H  -0.65035  -1.11884  -2.37826
H  0.57000  2.81774  -0.26214
H  1.85600  -0.70203  -0.22064
O  -0.34916  2.94272  0.18527
H  -0.49825  3.89293  0.21740
H  2.65703  2.77547  -0.54612
O  1.85096  2.43772  -0.96394

- Gap between HOMO and LUMO: 0.179 hartree
- Max |F|: 3.17 eV Å⁻¹
- Energy above the lowest of the compared OMol25 structures with the same formula, charge and spin: 6.1738 eV
- LUMO level: -3.200 eV
- Charge: 0
- HOMO energy: -8.1 eV
- M: 119.164 Da

Question: Among the records above, which one has the highest max |F|?
Answer: C11H18Si

Question: Which of these has the lowest max |F|?
Answer: C6H12O